1 | # H19O10

H19O10 as an isolated structure (the ωB97M-V functional and the def2-TZVPD basis, the OMol25 dataset).

The frontier orbital gap comes out at 0.328 hartree. As for the total charge: -1.

Geometry (Å):
O (1.348, -0.228, 1.113)
O (1.061, -1.604, -1.247)
O (-2.781, 0.348, 0.783)
O (1.769, 1.964, 1.035)
O (2.132, 1.123, -1.432)
O (-0.289, -0.381, -0.138)
O (-1.258, -1.133, 1.395)
O (0.120, 0.771, -1.795)
O (-1.155, 1.593, 0.139)
O (-1.061, -1.966, -1.024)
H (-0.756, -1.236, 2.203)
H (1.168, 1.819, 1.765)
H (2.185, 1.423, -0.525)
H (1.239, 0.789, -1.523)
H (2.017, 1.084, 0.751)
H (-1.181, -2.234, -0.113)
H (1.971, -1.517, -0.965)
H (-1.975, 1.336, 0.562)
H (-0.609, 0.987, -2.377)
H (-0.682, 0.770, 0.012)
H (-3.314, 0.130, 1.547)
H (2.044, -0.737, 0.700)
H (-0.453, -1.228, -0.978)
H (-2.042, -0.259, 0.824)
H (-0.644, -0.733, 0.779)
H (0.608, -0.299, 0.509)
H (-0.258, 0.173, -1.150)
H (0.553, -1.179, -0.556)
H (0.244, 0.423, -0.294)

=====

2 | # H19O10

A 10-piece molecular cluster, H19O10 overall (the ωB97M-V functional and the def2-TZVPD basis, the OMol25 dataset).

The frontier orbital gap comes out at 0.331 hartree. As for the total charge: -1.

Geometry (Å):
O (-1.441, -3.573, 1.152)
O (-2.516, 0.797, 1.329)
O (-0.081, 1.241, 2.087)
O (3.208, 1.407, 1.507)
O (-2.794, -0.999, -0.915)
O (1.833, 1.177, -2.919)
O (-1.086, 2.312, -0.407)
O (0.268, -1.458, 0.777)
O (1.557, -2.055, -1.967)
O (1.047, 0.504, -0.689)
H (-0.530, 1.577, -0.274)
H (1.235, 1.056, -1.917)
H (-0.096, -0.859, 1.471)
H (-2.619, -0.058, -1.279)
H (-3.176, 0.519, 2.031)
H (-2.025, -1.414, -0.775)
H (-0.879, 1.773, 1.941)
H (1.027, -1.184, -1.858)
H (-1.308, -2.598, 1.423)
H (-0.895, -3.636, 0.534)
H (1.815, -2.082, -2.804)
H (1.945, 2.116, -3.111)
H (0.220, 0.828, 1.279)
H (1.778, 0.147, -0.222)
H (-0.632, 3.078, -0.772)
H (-2.694, 0.364, 0.598)
H (3.622, 1.171, 2.261)
H (2.603, 0.671, 1.429)
H (0.613, -0.822, 0.088)

=====

In terms of stability, 2 leads; the second structure lies 17.287 eV higher.